The following is a DFT calculation (the ωB97M-V functional and the def2-TZVPD basis) of a cluster of 2 separate species, Cl2S2 in total in a non-equilibrium geometry.

Output
**LUMO level (spin up / spin down)**: -0.1481 / -0.1480 hartree
**HOMO (spin up / spin down)**: -8.6 / -8.6 eV
**2S+1**: 1
**Energy above the lowest of the compared OMol25 structures with the same formula, charge and spin**: 86.01 kcal/mol

```
4
Properties=species:S:1:pos:R:3:forces:R:3
S -1.6706 0.8735 -0.1991 0.87 -0.65 0.43
S 1.7955 0.6110 0.5735 -1.49 0.43 0.10
Cl -2.6610 -0.8060 0.3115 0.48 0.58 -0.17
Cl 2.5362 -0.6785 -0.6858 0.14 -0.37 -0.35
```
Positions in Å, forces in eV/Å.

Atomic partial charges in e from the natural (NBO) method, atoms 1 to 2: atom 1 (S): 0.07, atom 2 (S): 0.10

The following is a DFT calculation (the ωB97M-V functional and the def2-TZVPD basis) of a cluster of 9 separate species, C6H30N2O8 in total in a non-equilibrium geometry.

Output
**Net charge**: -1
**LUMO level (spin up / spin down)**: 0.1004 / 0.0959 hartree
**HOMO (spin up / spin down)**: 0.3 / -5.6 eV
**2S+1**: 2
**Energy above the lowest of the compared OMol25 structures with the same formula, charge and spin**: 58.12 kcal/mol

```
46
Properties=species:S:1:pos:R:3:forces:R:3
C -1.1488 1.8447 -0.1285 -0.37 0.35 0.98
C -0.6763 2.5661 -1.4006 -1.49 0.33 1.08
C -0.0544 1.6565 -2.4789 0.24 -0.31 0.90
N -1.8010 -0.1676 -4.0367 0.78 -1.47 0.43
C -1.0821 -0.6166 -2.9186 -0.04 0.98 1.06
C -0.3088 0.1886 -2.1714 0.37 0.27 -1.08
C -1.3746 -2.0051 -2.4414 -1.12 0.29 0.12
N -0.1471 1.3747 0.7846 -0.15 -0.65 -0.85
H -1.8805 1.0812 -0.3572 0.49 -0.63 -0.36
H -1.8215 2.4532 0.4828 0.16 0.96 -0.28
H -1.6174 3.0314 -1.7293 0.17 -0.05 -0.54
H -0.1041 3.4124 -1.0134 0.61 -0.12 -0.61
H 1.0250 1.8295 -2.4801 0.01 -0.01 -0.21
H -0.4294 1.9120 -3.4670 0.12 0.18 -0.09
H -2.5874 -0.7716 -4.1928 -0.42 0.65 -0.45
H -1.8184 0.8156 -4.2130 -0.50 0.06 -0.07
H 0.2236 -0.2231 -1.3274 -0.12 -0.14 0.08
H -2.4304 -2.1065 -2.1303 -0.10 0.29 -0.47
H -1.2621 -2.7272 -3.2507 0.50 -0.36 0.36
H -0.9161 -2.1767 -1.4680 0.79 -0.50 -0.45
H 0.3236 1.9990 1.4043 0.17 -0.07 0.00
H 0.1076 0.4066 0.7335 0.30 0.09 0.30
H 2.8242 -1.2525 2.9880 -0.38 -0.30 -0.21
H 1.3087 -1.2451 3.5048 0.08 0.15 -0.39
O 2.1795 -0.8133 3.5514 0.57 0.26 0.50
H 2.2321 -1.2216 -3.7718 0.25 -0.13 -0.31
H 2.5883 -0.2684 -2.7345 0.34 0.23 0.06
O 3.0084 -0.7243 -3.4775 -0.69 -0.08 0.32
H 0.0807 2.4132 3.4336 0.26 0.87 -0.49
H -0.6906 1.5957 4.2473 -1.00 0.08 0.31
O -0.8447 2.3976 3.7145 0.81 -0.86 0.46
H -0.1525 -1.9752 1.7466 -0.38 -0.23 -0.56
H -0.0678 -3.3954 2.1172 -0.06 -0.37 -0.18
O -0.1652 -2.8610 1.3174 0.47 0.01 0.23
H 2.1253 0.9374 3.5087 -0.71 0.28 0.20
H 3.1364 1.8433 3.0902 -0.01 0.84 -0.12
O 2.2262 1.9220 3.4092 0.52 -1.06 -0.15
H -2.8757 -0.3199 1.2656 0.02 -0.04 0.14
H -2.6046 -0.9448 -0.0989 -0.03 -0.08 0.01
O -2.2352 -0.8629 0.7883 -0.28 -0.11 -0.18
H -0.8243 0.0108 2.7995 -0.59 0.04 0.12
H -1.0330 -1.4125 3.6067 -0.55 0.55 -0.02
O -0.4766 -0.8640 3.0199 0.94 -0.31 0.33
H 3.7197 -1.6383 -0.4127 0.01 -0.01 -0.10
H 3.0191 -2.9614 -0.1087 -0.19 -0.01 0.02
O 3.3024 -2.1364 0.2954 0.16 0.11 0.15
```
Positions in Å, forces in eV/Å.

Atomic partial charges in e from the natural (NBO) method, atoms 1 to 2: atom 1 (C): -0.25, atom 2 (C): -0.41

The following is a DFT calculation (the ωB97M-V functional and the def2-TZVPD basis) of the molecule C7H12OS in a non-equilibrium geometry.

Output
**LUMO level**: 0.0276 hartree
**HOMO**: -8.8 eV
**2S+1**: 1
**Energy above the lowest of the compared OMol25 structures with the same formula, charge and spin**: 32.29 kcal/mol
**SMILES**: C/C=C1/CCC[C@]1(O)S

```
21
Properties=species:S:1:pos:R:3:forces:R:3
C 1.3760 2.2989 0.1456 2.05 0.76 2.89
C 0.9160 1.1721 0.9690 -0.27 -0.87 1.70
C 0.1788 0.1380 0.6158 -1.36 -1.53 -1.25
C -0.4349 -1.0478 1.3984 2.49 -0.57 -2.30
C -1.4425 -1.8135 0.5101 0.49 3.32 -0.80
C -1.1574 -1.2908 -0.9585 -2.27 1.61 1.81
C -0.2390 -0.0821 -0.8131 0.86 0.35 -0.81
O -0.8616 1.1049 -1.2071 -0.24 0.97 -1.98
S 1.3678 -0.5023 -1.7854 0.00 0.23 0.35
H 2.4636 2.5362 0.2433 -0.59 -0.63 -0.13
H 0.9239 3.2248 0.4398 -0.68 0.49 0.12
H 1.1215 2.0401 -0.7850 -0.55 -0.12 -3.79
H 1.1670 1.0951 2.0030 0.36 0.63 0.90
H 0.4235 -1.6941 1.6383 -0.36 -0.06 0.20
H -0.8169 -0.6705 2.2547 -1.38 0.84 2.91
H -1.2438 -2.8072 0.4634 0.71 -3.02 0.33
H -2.4559 -1.7355 0.8550 -0.53 0.51 -0.01
H -0.6376 -2.0553 -1.3953 0.98 -1.85 -1.62
H -2.0992 -1.0225 -1.5173 1.09 -0.31 0.49
H -0.8901 1.2529 -2.1949 0.12 -0.67 1.52
H 2.3408 -0.1415 -0.8796 -0.89 -0.07 -0.54
```
Positions in Å, forces in eV/Å.

Atomic partial charges in e from the natural (NBO) method, atoms 1 to 2: atom 1 (C): -0.64, atom 2 (C): -0.17

The following is a DFT calculation (the ωB97M-V functional and the def2-TZVPD basis) of a cluster of 2 separate species, C21H15BrF2N in total in a non-equilibrium geometry.

Output
**Net charge**: +1
**LUMO level**: -0.2340 hartree
**HOMO**: -10.7 eV
**2S+1**: 1
**Energy above the lowest of the compared OMol25 structures with the same formula, charge and spin**: 0.00 kcal/mol

```
40
Properties=species:S:1:pos:R:3:forces:R:3
F 4.8235 0.1290 2.1128 -0.87 0.77 -1.17
C 4.1205 0.7793 1.1233 0.34 -1.11 0.78
C 4.4458 2.1026 0.8482 -0.56 0.06 -0.58
C 3.7201 2.7529 -0.1631 0.25 0.06 0.22
C 2.7300 2.0881 -0.8603 -0.35 -0.53 -0.20
C 2.4064 0.7199 -0.5922 0.59 0.58 0.49
C 1.3828 0.1437 -1.3884 0.11 -0.37 0.09
C 0.8331 -1.1652 -1.4097 -0.42 -0.57 -0.09
C -0.2019 -1.4099 -2.3664 0.38 0.46 0.16
C -0.8023 -2.6476 -2.4909 -0.12 -0.35 0.03
C -0.4195 -3.7165 -1.6653 -0.03 0.76 -0.33
C 0.5747 -3.4766 -0.7238 0.84 -0.56 1.09
F 0.9559 -4.5134 0.0985 -0.44 1.26 -0.98
C 1.2119 -2.2543 -0.5678 -0.35 -0.19 -0.26
C 3.1341 0.0713 0.4512 0.14 0.46 -0.07
H 5.2340 2.6073 1.3976 -0.11 -0.13 -0.03
H 3.9443 3.7907 -0.4042 -0.04 -0.26 0.08
H 2.1642 2.5940 -1.6449 0.24 -0.04 0.24
H 0.9752 0.8141 -2.1517 0.03 -0.15 0.29
H -0.5011 -0.5783 -3.0075 -0.01 -0.32 0.13
H -1.5788 -2.7961 -3.2400 0.19 0.02 0.23
H -0.8765 -4.6972 -1.7543 0.09 0.13 0.08
H 1.9849 -2.1566 0.1832 -0.36 -0.37 -0.23
H 2.9406 -0.9550 0.7344 0.32 0.44 0.11
Br -4.8609 -2.3827 -0.3174 0.09 0.26 0.09
C -4.0280 -0.8082 0.3581 0.92 0.32 0.26
C -2.6431 -0.8272 0.5782 -0.65 0.16 -0.15
C -2.0273 0.3310 1.0646 -0.56 0.77 0.16
C -2.8153 1.4952 1.3273 0.76 -0.47 -0.01
N -1.9470 2.4772 1.7951 -0.04 0.04 -0.05
C -0.6537 1.9862 1.8330 -0.54 -1.09 -0.43
C -0.6752 0.6696 1.3938 0.24 0.64 0.10
C -4.1896 1.5100 1.1157 -0.40 -0.54 -0.24
C -4.8002 0.3391 0.6266 0.57 0.41 0.20
H -2.0399 -1.7065 0.3754 -0.21 -0.04 0.01
H -2.2295 3.4126 2.0700 0.18 -0.44 -0.11
H 0.1903 2.5810 2.1727 -0.39 -0.08 -0.06
H 0.1557 -0.0180 1.3123 0.04 0.24 0.18
H -4.7682 2.4087 1.3263 -0.01 -0.29 -0.09
H -5.8701 0.3059 0.4497 0.16 0.08 0.05
```
Positions in Å, forces in eV/Å.

Atomic partial charges in e from the natural (NBO) method, atoms 1 to 2: atom 1 (F): -0.31, atom 2 (C): 0.39

The following is a DFT calculation (the ωB97M-V functional and the def2-TZVPD basis) of the molecule C22H17Cl2FN2O3S in a non-equilibrium geometry.

Output
**LUMO level**: -0.0011 hartree
**HOMO**: -8.6 eV
**2S+1**: 1
**SMILES**: O=C(Nc1ccc2c(c1)CCC2)c1cc(S(=O)(=O)Nc2ccc(F)cc2)c(Cl)cc1Cl

```
48
Properties=species:S:1:pos:R:3:forces:R:3
O 0.9735 1.2518 4.9234 0.15 -0.02 0.06
C 0.2711 1.1224 3.9456 0.20 -0.13 -0.08
N -0.8635 1.8427 3.7662 -0.36 0.46 0.30
C -1.7085 1.8201 2.6342 -0.38 -0.11 -0.24
C -2.0284 3.0138 1.9993 0.05 -0.05 0.07
C -2.7399 3.0084 0.8089 -0.03 -0.05 0.06
C -3.1120 1.8008 0.2555 0.07 -0.09 0.12
C -2.8422 0.6072 0.9226 0.05 0.20 -0.02
C -2.1653 0.6056 2.1219 -0.20 0.28 0.13
C -3.3571 -0.5605 0.1381 -0.05 -0.14 -0.07
C -3.5423 0.0312 -1.2680 -0.06 -0.05 -0.07
C -3.8126 1.5270 -1.0398 -0.10 0.01 -0.14
C 0.5888 0.1699 2.8224 0.42 -0.27 0.04
C 0.6428 0.6322 1.5133 0.20 -0.07 0.10
C 0.8253 -0.2365 0.4573 -0.17 0.31 -0.54
S 0.6632 0.4622 -1.1954 0.50 0.14 0.19
O -0.1851 -0.3665 -1.9887 0.19 -0.21 -0.01
O 0.3246 1.8402 -1.0300 0.25 0.08 0.23
N 2.2089 0.4618 -1.8239 -0.94 0.56 0.40
C 2.8818 -0.6209 -2.3960 0.26 -0.75 -0.46
C 4.2141 -0.8661 -2.0732 -0.36 0.16 -0.02
C 4.8936 -1.9179 -2.6591 -0.03 -0.23 -0.22
C 4.2243 -2.7252 -3.5600 -0.01 0.10 0.12
F 4.8816 -3.7573 -4.1291 -0.04 0.06 0.03
C 2.9012 -2.4990 -3.8960 0.20 -0.07 0.05
C 2.2315 -1.4378 -3.3179 0.21 0.13 -0.08
C 1.0085 -1.5912 0.6953 -0.05 0.01 0.30
Cl 1.2086 -2.6753 -0.6145 0.06 -0.55 0.13
C 1.0228 -2.0670 1.9985 -0.06 0.11 -0.13
C 0.8017 -1.1900 3.0544 0.00 0.45 -0.36
Cl 0.7387 -1.8116 4.6495 -0.03 -0.24 0.20
H -1.0136 2.5779 4.4463 0.12 -0.14 -0.03
H -1.6882 3.9475 2.4228 0.10 0.09 0.04
H -2.9653 3.9386 0.3103 -0.01 0.12 -0.06
H -1.9635 -0.3168 2.6453 0.03 -0.10 0.06
H -2.6670 -1.4039 0.1460 -0.02 -0.09 0.02
H -4.3112 -0.8966 0.5550 0.00 -0.06 0.01
H -4.3421 -0.4565 -1.8227 0.03 -0.03 -0.06
H -2.6107 -0.0849 -1.8228 -0.06 -0.01 -0.02
H -3.4336 2.1463 -1.8514 -0.06 0.05 -0.05
H -4.8839 1.7228 -0.9327 -0.02 0.03 -0.06
H 0.5052 1.6764 1.2803 -0.12 0.11 0.09
H 2.7912 1.1204 -1.3305 0.00 0.18 0.05
H 4.7206 -0.2259 -1.3658 0.06 0.04 0.11
H 5.9260 -2.1177 -2.4204 0.10 -0.03 0.01
H 2.4107 -3.1446 -4.6067 -0.03 -0.08 -0.08
H 1.2001 -1.2409 -3.5577 -0.03 -0.02 -0.10
H 1.1757 -3.1165 2.1897 0.01 -0.10 0.01
```
Positions in Å, forces in eV/Å.

Atomic partial charges in e from the natural (NBO) method, atoms 1 to 2: atom 1 (O): -0.58, atom 2 (C): 0.67

2S+1 of number 1 (Cl2S2)?
1

Which of these has the highest 2S+1?
C6H30N2O8

What is the 2S+1 in the fifth record?
1

What is the formula in the fifth record?
C22H17Cl2FN2O3S